1.
22
Properties=species:S:1:pos:R:3:forces:R:3:lowdin_spin:R:1 method="wB97M-V/def2-TZVPD" max_force_ev_per_a=5.68 gap_ev="9.26 / 8.92" e_homo_ev="-8.2 / -8.9" molar_mass_da=112.20 multiplicity=2 s_squared=0.75 e_above_lowest_kcal_mol=119.4
C 0.288 -1.761 0.850 -1.08 1.27 0.68 0.003
C -0.013 -0.285 0.372 1.36 -4.91 -1.00 0.034
C 0.493 0.471 -0.779 3.91 -1.96 -2.12 0.005
C -0.897 -0.035 -0.862 1.90 2.98 3.02 0.037
C -1.886 1.032 -0.495 0.67 -0.99 -5.55 0.091
C -1.909 1.301 0.850 -2.43 1.35 3.32 0.606
C -2.944 0.401 0.392 -2.56 -2.56 -2.14 0.098
N 3.795 0.380 -0.581 0.73 -0.06 -1.21 0.000
H -0.379 -2.380 0.286 0.03 -0.90 -0.44 0.000
H 1.333 -2.121 0.824 -0.55 0.27 0.09 0.000
H -0.169 -1.775 1.905 1.10 -0.30 -1.30 0.001
H 0.215 0.231 1.229 -1.19 2.06 1.78 0.015
H 1.244 -0.025 -1.480 -1.02 0.69 0.90 0.003
H 0.932 1.360 -0.361 -0.74 1.05 -0.85 0.001
H -0.946 -0.877 -1.518 -0.90 -0.20 -0.25 0.002
H -1.999 1.772 -1.428 -0.62 -1.30 2.41 0.020
H -2.165 1.949 1.657 0.99 1.15 0.00 0.034
H -3.907 0.425 -0.223 0.46 1.21 2.02 0.023
H -2.864 -0.690 0.684 0.56 1.06 -0.62 0.027
H 3.041 -0.042 -0.069 0.23 -0.01 0.35 0.000
H 4.289 -0.294 -1.184 -0.47 0.55 0.75 0.000
H 4.449 0.964 -0.071 -0.40 -0.48 0.15 0.000

=====

2.
18
Properties=species:S:1:pos:R:3:forces:R:3:mulliken_charge:R:1 method="wB97M-V/def2-TZVPD" max_force_ev_per_a=4.49 gap_ev="7.51 / 7.87" e_homo_ev="-8.4 / -8.9" molar_mass_da=140.13 multiplicity=1 e_above_lowest_kcal_mol=109.8
C 1.989 0.812 -0.177 -0.80 -0.87 0.32 -0.362
C 1.666 -0.567 0.101 -0.32 2.64 0.65 0.356
C 0.302 -0.437 0.305 0.23 -1.09 0.80 -0.242
C -1.436 1.305 0.608 -0.38 1.10 0.24 -0.485
C -2.373 0.630 -0.432 1.40 -0.40 0.26 -0.782
C 2.572 -1.736 0.185 -3.19 -1.74 -2.65 -1.110
N 0.911 1.594 -0.058 0.85 1.51 0.18 -0.998
N -0.116 0.833 0.337 1.65 -1.89 -0.29 0.846
P -2.770 -1.101 0.096 0.21 0.21 0.52 0.040
H 2.981 1.200 -0.443 -0.74 0.05 0.10 0.398
H -1.214 2.453 0.571 -1.35 -1.93 -0.04 0.311
H -1.851 0.964 1.637 1.19 0.86 -1.32 0.267
H -3.241 1.202 -0.560 -1.44 0.77 -0.30 0.470
H -1.875 0.482 -1.403 -0.07 0.58 0.22 0.366
H 3.432 -1.786 0.823 0.21 0.36 0.22 0.345
H 1.794 -2.539 0.384 1.50 0.26 0.32 0.282
H 2.743 -1.910 -0.912 1.00 -0.30 1.05 0.266
H -3.514 -1.398 -1.062 0.03 -0.12 -0.28 0.030

=====

3.
17
Properties=species:S:1:pos:R:3:forces:R:3:mulliken_charge:R:1 method="wB97M-V/def2-TZVPD" max_force_ev_per_a=1.69 gap_ev=9.78 e_homo_ev=-9.3 molar_mass_da=142.25 multiplicity=1 smiles=OCCCSS.O e_above_lowest_kcal_mol=9.8
C -1.246 -0.124 1.665 -0.84 -1.11 -0.96 -0.340
C -1.547 -1.578 1.198 0.82 0.75 0.57 -0.736
O -2.204 -1.558 -0.078 0.92 -0.53 0.68 -0.497
C 0.080 0.434 1.105 -1.33 0.63 0.36 -0.806
S 0.041 1.092 -0.624 0.68 -0.10 0.32 -0.123
S 2.096 1.496 -0.709 -0.41 -0.49 -0.44 -0.199
H -2.130 0.411 1.292 0.34 0.47 0.24 0.235
H -1.318 -0.126 2.759 0.53 0.34 -0.14 0.369
H -2.106 -2.121 1.964 -0.52 0.15 -0.16 0.359
H -0.607 -2.117 1.172 0.16 -0.19 -0.72 0.391
H -3.108 -1.449 0.187 -0.95 0.12 -0.41 0.319
H 0.267 1.370 1.629 0.65 -0.45 0.46 0.439
H 0.848 -0.333 1.157 0.25 0.32 0.16 0.474
H 2.179 2.756 -0.272 -0.37 0.21 0.13 0.151
H 0.167 -1.231 -1.104 0.71 -0.06 0.08 0.246
H -0.037 -2.590 -1.588 0.74 -0.16 0.30 0.324
O 0.670 -2.071 -1.152 -1.38 0.10 -0.48 -0.605

=====

4.
8
Properties=species:S:1:pos:R:3:forces:R:3:mulliken_charge:R:1 method="wB97M-V/def2-TZVPD" max_force_ev_per_a=1.10 gap_ev="6.82 / 7.14" e_homo_ev="-3.8 / -4.1" molar_mass_da=111.17 total_charge=-1 multiplicity=1 e_above_lowest_kcal_mol=68.4
C 1.950 -0.308 -0.014 -0.26 0.01 -0.12 -0.844
O -1.839 1.226 -1.138 0.38 -0.28 0.02 -0.532
O -1.502 0.928 1.281 0.35 -0.11 0.01 -0.518
S -2.650 -1.374 -0.075 0.47 0.21 -0.08 -0.504
S -1.493 0.299 -0.046 -1.08 0.20 0.09 0.564
H 1.895 0.193 -0.957 0.09 0.18 -0.33 0.277
H 2.262 0.241 0.849 0.13 0.14 0.30 0.278
H 1.379 -1.205 0.101 -0.08 -0.34 0.11 0.279

=====

5.
82
Properties=species:S:1:pos:R:3:forces:R:3:mulliken_charge:R:1 method="wB97M-V/def2-TZVPD" max_force_ev_per_a=0.51 gap_ev=7.10 e_homo_ev=-5.1 molar_mass_da=969.31 total_charge=-1 multiplicity=1 e_above_lowest_kcal_mol=0.0
Sc 0.039 0.872 0.115 0.25 0.04 0.45 -1.134
C -4.018 -1.115 -0.705 0.02 -0.02 0.04 -1.284
C -3.870 -0.030 -1.734 0.01 0.07 0.05 1.747
C -4.632 -0.066 -2.892 -0.01 -0.02 -0.02 -0.840
C -4.490 0.905 -3.875 0.01 0.01 -0.02 -0.906
C -3.583 1.928 -3.683 0.01 0.02 0.01 -0.763
C -2.807 2.004 -2.527 -0.04 0.04 -0.01 1.206
C -1.865 3.159 -2.360 0.06 0.03 0.03 -1.052
C -2.939 1.017 -1.547 0.01 -0.14 -0.06 -1.026
N -2.090 0.940 -0.419 0.18 0.08 0.11 1.720
C -2.671 1.088 0.789 -0.13 -0.15 0.22 -0.610
O -3.722 1.657 1.061 -0.06 -0.04 -0.18 -0.787
C -1.979 0.310 1.914 -0.20 0.06 0.03 1.060
C -2.489 0.384 3.195 0.06 -0.05 0.02 -0.789
C -1.987 -0.498 4.142 -0.03 0.05 -0.04 -0.888
C -1.047 -1.436 3.762 0.08 -0.04 -0.08 -0.583
C -0.570 -1.445 2.454 0.11 -0.07 0.15 0.245
N -1.012 -0.554 1.569 -0.15 0.37 -0.27 0.914
C 0.379 -2.575 2.048 -0.05 0.02 0.01 -0.581
O 0.792 -3.284 2.985 0.04 -0.03 -0.01 -0.849
N 0.543 -2.729 0.747 -0.06 0.01 0.15 0.504
C 1.171 -3.930 0.353 0.02 0.09 -0.11 -0.724
C 2.559 -4.115 0.467 -0.06 -0.01 0.07 1.291
C 3.392 -3.047 1.107 0.01 0.02 -0.03 -0.936
C 3.136 -5.286 -0.004 0.06 0.03 0.00 -0.846
C 2.368 -6.280 -0.592 -0.02 -0.03 -0.02 -0.749
C 1.001 -6.096 -0.702 0.01 -0.03 0.00 -0.813
C 0.391 -4.936 -0.237 -0.01 0.05 -0.04 1.451
C -1.102 -4.779 -0.367 -0.08 -0.03 0.02 -1.580
H -4.574 -1.958 -1.114 -0.01 0.01 0.00 0.458
H -4.552 -0.746 0.174 0.01 0.02 0.01 0.305
H -3.043 -1.471 -0.365 0.00 0.00 -0.01 -0.048
H -5.333 -0.882 -3.031 -0.01 0.01 0.00 0.384
H -5.082 0.860 -4.781 0.00 -0.01 0.00 0.377
H -3.462 2.696 -4.440 0.00 -0.01 0.00 0.425
H -2.414 4.078 -2.138 -0.02 -0.01 0.01 0.465
H -1.277 3.325 -3.264 -0.04 0.01 -0.02 0.389
H -1.173 2.987 -1.544 -0.02 -0.03 0.00 -0.387
H -3.273 1.099 3.398 0.00 -0.01 0.02 0.605
H -2.352 -0.474 5.162 0.00 0.01 0.00 0.407
H -0.644 -2.181 4.433 -0.02 0.00 0.01 0.609
H 3.148 -2.084 0.661 0.02 0.06 -0.02 -0.248
H 4.457 -3.237 0.963 0.00 -0.02 0.03 0.354
H 3.178 -2.983 2.175 -0.02 0.00 -0.01 0.314
H 4.209 -5.417 0.096 -0.01 0.00 -0.01 0.365
H 2.834 -7.188 -0.956 -0.01 0.00 0.00 0.372
H 0.383 -6.869 -1.149 0.01 -0.01 0.00 0.411
H -1.607 -5.720 -0.140 0.01 -0.01 -0.01 0.494
H -1.389 -4.492 -1.383 0.03 0.01 0.01 0.239
H -1.475 -4.011 0.307 0.00 0.00 0.00 0.128
Br -0.182 -1.540 -1.639 0.05 0.03 -0.05 0.031
C -0.875 -0.870 -3.307 0.03 0.10 -0.39 0.063
Br 0.109 0.640 -4.044 0.07 -0.12 0.12 -0.194
H -1.892 -0.518 -3.180 0.03 -0.05 0.08 -0.389
H -0.812 -1.659 -4.045 0.01 -0.04 0.04 0.577
I 0.588 6.629 0.726 0.01 -0.02 0.00 -0.049
C 0.040 4.754 -0.156 0.08 0.11 0.00 -1.860
H 0.215 4.888 -1.218 0.02 -0.01 0.00 0.633
H -1.022 4.662 0.041 0.01 -0.04 -0.01 0.648
F 4.072 1.670 2.388 -0.01 0.02 0.00 -0.239
C 3.787 0.442 1.902 0.04 -0.07 0.00 0.410
F 3.980 -0.427 2.896 0.00 -0.02 0.02 -0.253
F 4.678 0.183 0.941 -0.01 0.00 -0.01 -0.271
C 2.326 0.407 1.395 -0.11 -0.02 -0.07 1.266
O 1.438 0.661 2.213 0.05 0.08 -0.06 -0.545
O 2.124 0.181 0.172 0.16 -0.14 -0.19 -0.662
C 1.552 3.836 2.743 -0.05 0.03 -0.01 -1.180
N 1.840 3.774 1.318 0.08 -0.03 -0.06 0.676
C 3.058 4.002 0.832 -0.03 0.08 0.01 0.037
C 3.400 3.726 -0.459 -0.04 -0.03 0.00 -1.717
C 2.490 2.876 -1.163 0.04 0.03 0.03 0.692
N 1.268 2.678 -0.751 -0.16 -0.12 -0.08 -0.029
C 0.752 3.464 0.370 -0.08 -0.24 0.09 1.216
O -0.174 2.656 0.961 -0.10 0.21 0.11 -0.442
N 2.935 2.190 -2.255 -0.03 -0.02 -0.01 -0.438
H 2.106 4.669 3.179 0.02 -0.03 0.01 0.484
H 1.810 2.899 3.234 -0.02 0.01 0.00 0.206
H 0.488 4.011 2.878 0.00 0.01 0.00 0.323
H 3.781 4.397 1.537 0.00 0.00 0.00 0.492
H 4.397 3.916 -0.824 0.00 0.00 -0.01 0.365
H 3.921 1.991 -2.272 0.01 -0.01 -0.01 0.288
H 2.348 1.419 -2.541 0.00 0.01 -0.03 0.044

=====

6.
13
Properties=species:S:1:pos:R:3:forces:R:3:mulliken_charge:R:1 method="wB97M-V/def2-TZVPD" max_force_ev_per_a=5.31 gap_ev=10.40 e_homo_ev=-10.7 molar_mass_da=195.17 multiplicity=1 e_above_lowest_kcal_mol=103.0
C 0.441 1.561 -0.414 1.07 -0.35 -0.13 -0.473
N -1.394 -1.809 -0.226 0.20 -2.28 4.50 -0.459
O -1.087 1.635 1.715 0.88 0.17 -0.04 -0.528
O 0.165 -0.412 1.139 0.51 3.07 1.08 -0.641
O -1.083 -0.691 -0.981 -0.43 0.70 -0.63 -0.149
O 1.417 -0.931 -1.001 0.01 -0.18 0.25 -0.542
F 1.307 1.533 2.256 -1.46 -0.50 -2.22 -0.265
F 0.258 0.222 -2.677 -0.46 0.59 2.64 -0.312
S 0.116 1.097 1.170 -0.63 -1.22 3.63 1.160
S 0.322 -0.028 -1.015 2.72 -1.32 -4.36 1.178
H 1.444 2.022 -0.610 -1.18 -0.34 -0.11 0.341
H -1.205 -1.592 0.854 -1.12 0.40 -2.92 0.378
H -0.701 -2.606 -0.210 -0.12 1.26 -1.67 0.313